ORCA calculation (wB97M-V/def2-TZVPD) on C4H8O2 as an isolated structure.

Each line ends with the natural charge from an NBO analysis.
Positions of all 14 atoms, in Å:
O -0.66 0.73 -1.13  -0.790
C -1.22 -0.21 -0.31  0.114
C -0.12 -1.30 -0.37  -0.510
C 0.59 -0.27 0.46  0.319
O 1.62 1.58 -0.38  -0.908
C -0.68 0.22 1.07  -0.516
H 0.69 1.56 -0.74  0.525
H -2.28 -0.44 -0.48  0.168
H 0.23 -1.53 -1.37  0.239
H -0.21 -2.22 0.23  0.215
H 1.59 -0.30 0.88  0.207
H 2.15 1.28 -1.14  0.475
H -0.78 1.29 1.31  0.240
H -0.91 -0.40 1.96  0.221

The value obtained for the electronic energy is -8367.8961 eV. The max |F| is 0.5 eV/A. Its energy above the lowest of the compared OMol25 structures with the same formula, charge and spin is 5.386 eV. As for the multiplicity: 1. Its HOMO-LUMO gap (spin up / spin down) is 0.2916 / 0.2915 hartree. For the LUMO energy (spin up / spin down), the calculation gives -0.0264 / -0.0265 hartree. Its HOMO energy (spin up / spin down) is -8.6526 / -8.6516 eV.


ORCA calculation (wB97M-V/def2-TZVPD) on one molecule with the formula C2H3NO3.

Each line ends with the natural charge from an NBO analysis.
Positions of all 9 atoms, in Å:
C 0.24 1.33 -0.11  0.511
C -1.07 -0.83 0.00  0.509
H 1.86 -0.98 0.68  0.486
H 1.29 1.45 -0.58  0.159
H -0.86 -1.99 -0.08  0.146
N 0.10 -0.04 0.22  -0.231
O 1.36 -0.64 -0.13  -0.574
O -0.71 2.06 0.08  -0.495
O -2.22 -0.37 -0.08  -0.511

The value obtained for the electronic energy is -9752.6331 eV. The max |F| is 3.6 eV/A. Its energy above the lowest of the compared OMol25 structures with the same formula, charge and spin is 3.456 eV. As for the multiplicity: 1. Its HOMO-LUMO gap is 0.3923 hartree. For the LUMO energy, the calculation gives 0.0121 hartree. Its HOMO energy is -10.3454 eV. The structure (SMILES) is O=CN(O)C=O.


ORCA calculation (wB97M-V/def2-TZVPD) on C15H33InN11Si as an isolated structure.

Each line ends with the natural charge from an NBO analysis.
Positions of all 61 atoms, in Å:
In 0.13 -0.23 0.62  1.403
N -0.28 -3.48 2.13  -0.585
C 0.04 -2.41 2.95  0.462
N 0.22 -2.50 4.25  -0.342
N 0.53 -1.24 4.64  -0.044
N 0.54 -0.44 3.64  -0.109
N 0.23 -1.16 2.52  -0.656
C -0.15 -3.42 0.76  0.461
N 0.12 -4.46 -0.01  -0.351
N 0.16 -3.96 -1.26  -0.082
N -0.07 -2.69 -1.25  -0.154
N -0.29 -2.31 0.04  -0.607
H -0.24 -4.39 2.55  0.441
N 4.10 -2.34 -2.10  -0.496
C 4.05 -2.95 -0.73  -0.238
C 2.84 -2.37 -0.02  -0.285
N 2.84 -0.90 0.07  -0.633
C 3.05 -0.28 -1.24  -0.255
C 4.24 -0.84 -2.00  -0.241
H 3.21 -2.56 -2.58  0.444
H 4.85 -2.74 -2.66  0.444
H 4.99 -2.71 -0.23  0.223
H 3.95 -4.03 -0.82  0.256
H 2.75 -2.81 0.97  0.256
H 1.96 -2.66 -0.60  0.242
H 3.53 -0.60 0.76  0.394
H 3.18 0.80 -1.13  0.248
H 2.14 -0.44 -1.83  0.220
H 5.17 -0.65 -1.47  0.226
H 4.30 -0.42 -3.00  0.245
C -0.13 2.93 -1.25  -1.208
Si -1.27 1.85 -0.24  1.416
C -1.68 2.64 1.43  -0.550
C -0.38 2.85 2.21  -0.614
C -2.34 4.01 1.16  -0.614
C -2.62 1.76 2.27  -0.601
C -2.53 0.97 -1.35  -0.550
C -3.43 0.02 -0.55  -0.602
C -3.38 2.04 -2.05  -0.615
C -1.78 0.16 -2.42  -0.612
H -0.66 3.83 -1.59  0.257
H 0.24 2.41 -2.14  0.243
H 0.73 3.26 -0.67  0.247
H 0.39 3.36 1.63  0.204
H 0.03 1.90 2.59  0.226
H -0.59 3.46 3.09  0.232
H -1.67 4.68 0.61  0.212
H -2.57 4.48 2.12  0.228
H -3.27 3.91 0.60  0.211
H -2.22 0.75 2.41  0.209
H -3.61 1.69 1.83  0.213
H -2.73 2.20 3.26  0.227
H -4.08 0.55 0.14  0.217
H -2.85 -0.72 0.01  0.208
H -4.07 -0.54 -1.24  0.224
H -3.95 2.64 -1.34  0.213
H -4.09 1.55 -2.72  0.227
H -2.77 2.72 -2.65  0.211
H -1.19 -0.66 -1.99  0.223
H -1.12 0.78 -3.02  0.203
H -2.51 -0.30 -3.09  0.228

The value obtained for the electronic energy is -45526.1698 eV. Its net charge is +1. The max |F| is 0.7 eV/A. As for the multiplicity: 1. Its HOMO-LUMO gap is 0.2859 hartree. For the LUMO energy, the calculation gives -0.1229 hartree. Its HOMO energy is -11.1237 eV.


ORCA calculation (wB97M-V/def2-TZVPD) on C3H7N3O as an isolated structure.

Each line ends with the natural charge from an NBO analysis.
Positions of all 14 atoms, in Å:
C 0.59 -1.18 0.31  0.237
C 0.07 1.05 1.52  -0.024
C -0.69 2.19 1.59  -0.419
H 0.42 -1.55 -2.46  0.368
H -1.23 -1.59 -2.39  0.389
H 1.31 -1.32 1.34  0.220
H -0.16 0.02 -1.50  0.445
H 0.94 0.76 2.36  0.187
H -0.93 2.67 0.76  0.213
H -0.55 2.82 2.49  0.213
N -0.24 -1.25 -1.79  -0.677
N 0.06 -2.14 -0.51  -0.294
N 0.69 0.42 0.21  -0.205
O -0.40 0.83 -0.81  -0.652

The value obtained for the electronic energy is -9733.8804 eV. The max |F| is 6.3 eV/A. Its energy above the lowest of the compared OMol25 structures with the same formula, charge and spin is 9.153 eV. As for the multiplicity: 1. Its HOMO-LUMO gap is 0.3403 hartree. For the LUMO energy, the calculation gives 0.0178 hartree. Its HOMO energy is -8.7743 eV.


ORCA calculation (wB97M-V/def2-TZVPD) on C30H32Ge2IrN5O6S3 as an isolated structure.

Each line ends with the Mulliken spin population.
Positions of all 79 atoms, in Å:
Ir 1.60 0.48 -0.77  2.188
N 5.14 -2.03 -0.83  0.016
C 4.00 -1.42 -0.43  0.012
S 2.67 -1.52 -1.57  0.271
N 3.97 -0.87 0.75  0.017
N 2.74 -0.32 1.02  0.071
C 2.39 -0.26 2.25  0.046
C 1.11 0.28 2.70  -0.071
C 1.07 0.91 3.94  0.000
C -0.07 1.54 4.39  0.005
C -1.21 1.51 3.59  -0.004
C -1.22 0.84 2.38  0.028
C -0.07 0.20 1.92  0.063
O 0.01 -0.50 0.77  0.145
H 5.27 -2.20 -1.81  0.003
H 5.96 -1.87 -0.27  -0.002
H 3.10 -0.60 2.99  0.004
H 1.97 0.93 4.54  -0.001
H -0.09 2.04 5.35  0.000
H -2.11 2.02 3.92  0.000
H -2.11 0.84 1.78  0.004
O -1.43 5.52 0.94  0.000
C -0.29 5.48 1.60  -0.001
O 0.02 6.33 2.40  0.000
C 0.64 4.34 1.32  -0.008
C 1.86 4.21 1.95  -0.001
N 2.42 3.08 1.48  0.011
N 1.64 2.46 0.60  0.196
C 0.55 3.21 0.48  -0.038
C -0.52 2.70 -0.43  -0.003
O -1.56 3.35 -0.59  0.018
O -0.29 1.56 -0.96  0.229
H -1.53 4.74 0.32  0.002
H 2.33 4.83 2.69  0.002
H 3.28 2.64 1.78  -0.004
C 4.81 2.17 -0.86  0.032
O 5.04 1.57 -2.14  0.003
C 4.02 1.30 -2.94  -0.022
S 4.20 0.48 -4.34  0.241
S 2.39 1.81 -2.56  0.540
H 5.80 2.40 -0.48  -0.001
H 4.31 1.46 -0.21  0.002
H 4.22 3.08 -0.97  -0.009
C 0.25 -1.76 -3.80  0.009
Ge -1.26 -0.91 -2.89  0.009
C -2.86 -1.99 -3.28  0.002
C -1.52 0.89 -3.61  -0.001
Ge -1.24 -1.21 -0.45  0.008
C -3.02 -0.74 0.23  -0.001
C -3.65 -1.51 1.21  0.000
C -4.89 -1.14 1.71  0.000
C -5.51 0.01 1.24  0.000
C -4.90 0.78 0.27  0.000
C -3.67 0.40 -0.24  0.002
C -0.94 -3.11 -0.04  -0.001
C -1.90 -4.06 -0.38  0.001
C -1.69 -5.41 -0.14  0.000
C -0.51 -5.83 0.44  0.000
C 0.46 -4.90 0.79  -0.007
C 0.25 -3.55 0.54  -0.005
H -0.04 -1.91 -4.84  0.000
H 0.48 -2.73 -3.37  0.001
H 1.15 -1.14 -3.80  -0.009
H -3.15 -1.79 -4.31  0.000
H -3.70 -1.74 -2.63  0.000
H -2.65 -3.06 -3.18  0.000
H -1.88 0.78 -4.63  0.000
H -0.58 1.44 -3.62  -0.002
H -2.24 1.47 -3.04  -0.001
H -3.17 -2.41 1.59  0.000
H -5.36 -1.75 2.48  0.000
H -6.48 0.30 1.64  0.000
H -5.38 1.67 -0.10  0.000
H -3.19 1.03 -0.98  0.001
H -2.84 -3.75 -0.82  0.000
H -2.46 -6.13 -0.40  0.000
H -0.34 -6.89 0.63  0.000
H 1.39 -5.22 1.24  0.000
H 1.01 -2.84 0.81  0.012

The value obtained for the electronic energy is -199740.3771 eV. The max |F| is 0.7 eV/A. Its energy above the lowest of the compared OMol25 structures with the same formula, charge and spin is 0.386 eV. As for the multiplicity: 5. Its HOMO-LUMO gap (spin up / spin down) is 0.2563 / 0.2003 hartree. For the LUMO energy (spin up / spin down), the calculation gives -0.0104 / -0.0988 hartree. Its HOMO energy (spin up / spin down) is -7.2562 / -8.1387 eV.


ORCA calculation (wB97M-V/def2-TZVPD) on a 2-piece molecular cluster, H3O5 overall.

Each line ends with the natural charge from an NBO analysis.
Positions of all 8 atoms, in Å:
O 0.84 1.34 -0.43  -0.746
O 0.76 -0.57 -0.06  0.052
O -0.93 -0.85 1.21  -0.373
O -1.09 -1.27 -0.95  -0.054
O -0.34 -0.99 -0.04  0.520
H 1.45 1.52 0.27  0.530
H 1.10 1.22 -1.34  0.531
H -1.79 -0.40 1.33  0.541

The value obtained for the electronic energy is -10263.5850 eV. Its net charge is +1. The max |F| is 6.1 eV/A. Its energy above the lowest of the compared OMol25 structures with the same formula, charge and spin is 3.417 eV. As for the multiplicity: 1. Its HOMO-LUMO gap (spin up / spin down) is 0.3396 / 0.3397 hartree. For the LUMO energy (spin up / spin down), the calculation gives -0.2999 / -0.3048 hartree. Its HOMO energy (spin up / spin down) is -17.4001 / -17.5375 eV.


ORCA calculation (wB97M-V/def2-TZVPD) on a 2-piece molecular cluster, C5H10N2O2 overall.

Each line ends with the natural charge from an NBO analysis.
Positions of all 19 atoms, in Å:
C -2.59 -1.19 -0.12  -0.247
C -3.55 -0.70 -0.63  -0.203
C 0.79 -0.06 -0.82  0.697
C 0.50 2.08 0.23  -0.443
C 1.25 -1.82 0.53  -0.302
N 2.35 0.56 0.77  -0.719
N 1.24 0.77 0.13  -0.144
O -0.16 0.39 -1.74  -0.685
O 1.07 -1.34 -0.78  -0.489
H -1.67 -1.46 0.29  0.224
H -4.42 -0.40 -1.08  0.221
H 0.41 2.37 1.29  0.212
H 1.28 2.71 -0.20  0.213
H -0.42 2.02 -0.38  0.244
H 0.36 -1.86 1.13  0.153
H 1.98 -1.16 1.00  0.261
H 1.46 -2.92 0.40  0.190
H 2.39 1.28 1.51  0.312
H -0.48 -0.42 -2.18  0.504

The value obtained for the electronic energy is -12416.1876 eV. The max |F| is 4.6 eV/A. Its energy above the lowest of the compared OMol25 structures with the same formula, charge and spin is 7.285 eV. As for the multiplicity: 1. Its HOMO-LUMO gap is 0.2776 hartree. For the LUMO energy, the calculation gives 0.0263 hartree. Its HOMO energy is -6.8381 eV.